[1]
The following is a quantum chemistry calculation of CH13LiO6 as an isolated structure in a non-equilibrium geometry, from the Open Molecules 2025 dataset.

```
! RIJCOSX wB97M-V def2-TZVPD def2/J DEFGRID3
* xyz 0 1
Li 0.491 -0.091 -0.523
C -0.787 1.182 1.294
O -1.262 0.132 0.449
H -1.537 1.637 1.993
H -0.538 1.904 0.609
H 0.032 0.813 1.691
O 1.831 1.343 -0.339
H 2.391 1.243 0.328
H 1.812 2.235 -0.591
O -2.197 1.531 -1.622
H -2.045 0.766 -2.220
H -1.834 1.081 -0.831
O -0.890 -2.362 1.891
H -0.307 -2.141 2.672
H -1.021 -1.568 1.428
O 0.805 -0.385 -2.425
H 1.202 0.280 -2.966
H 0.317 -1.059 -2.846
O 1.174 -1.890 0.329
H 0.557 -2.098 1.051
H 1.796 -2.550 0.635
*
```

Results
LUMO   -0.23 eV
E_HOMO   -7.9 eV
Kohn-Sham gap   7.67 eV
DFT total energy   -504.86551 Eh
ΔE to the lowest compared entry with this formula, charge and spin   0.000 eV



[2]
The following is a quantum chemistry calculation of C17H17NO5 as an isolated structure in a non-equilibrium geometry, from the Open Molecules 2025 dataset.

```
! RIJCOSX wB97M-V def2-TZVPD def2/J DEFGRID3
* xyz 0 1
C 7.913 -0.042 0.126
H 8.482 -0.498 -0.841
H 8.464 -0.368 0.920
H 8.045 1.009 -0.002
O 6.506 -0.545 -0.124
C 5.547 0.561 0.050
O 5.835 1.685 0.150
C 4.179 0.196 -0.134
C 3.815 -1.152 -0.095
C 2.586 -1.622 -0.018
C 1.473 -0.421 -0.011
C 1.759 0.833 -0.144
C 3.205 0.947 -0.146
H 3.474 2.262 -0.005
H 1.064 1.459 -0.186
N 0.111 -0.985 0.089
C -0.367 -2.336 0.025
O 0.124 -3.297 0.066
C -1.831 -1.988 -0.096
O -2.376 -0.705 0.068
C -3.729 -0.460 -0.108
C -4.828 -1.283 0.161
C -6.037 -0.834 0.094
C -6.383 0.449 0.222
C -5.297 1.507 -0.217
C -3.891 0.948 -0.017
O -2.875 1.564 -0.033
C -3.068 3.300 -0.056
H -3.708 3.423 0.994
H -3.638 3.421 -0.832
H -2.106 3.705 -0.098
H -5.574 2.360 -0.092
H -7.313 0.776 0.095
H -6.847 -1.806 0.034
H -4.529 -2.501 0.000
H -2.254 -2.438 -0.878
H -2.272 -2.611 0.692
H -0.467 -0.150 0.219
H 2.272 -2.578 0.017
H 4.538 -1.788 0.112
*
```

Results
LUMO   0.32 eV
E_HOMO   -8.0 eV
Kohn-Sham gap   8.30 eV
DFT total energy   -1088.47768 Eh
ΔE to the lowest compared entry with this formula, charge and spin   14.745 eV



[3]
The following is a quantum chemistry calculation of the molecule C2H6O2 in a non-equilibrium geometry, from the Open Molecules 2025 dataset.

```
! RIJCOSX wB97M-V def2-TZVPD def2/J DEFGRID3
* xyz 0 1
O 0.908 0.051 1.558
C -0.230 0.052 0.751
C 0.025 0.397 -0.678
O -0.756 -0.344 -1.606
H 1.395 -0.675 1.154
H -0.707 0.806 1.049
H -1.003 -0.908 0.824
H 1.250 0.405 -0.730
H -0.504 1.476 -0.851
H -0.418 -1.454 -1.502
*
```

Results
LUMO   0.56 eV
Structure (SMILES)   OCCO
E_HOMO   -10.4 eV
Kohn-Sham gap   10.95 eV
DFT total energy   -230.16872 Eh
ΔE to the lowest compared entry with this formula, charge and spin   3.045 eV